Model one:
Molecular formula: CH3ClO2PS
Method: DFT, ωB97M-V/def2-TZVPD

Bonds (Å) are listed after each position.
Cartesian coordinates (Å):
1 C -0.874 0.585 -0.155  Cl6 1.710, H7 1.044, H8 1.112
2 O 3.148 1.459 -0.923  P4 1.518
3 O 2.022 1.209 1.345  P4 1.655, H9 0.995
4 P 2.344 0.469 -0.100  O2 1.518, O3 1.655, S5 2.030
5 S 3.011 -1.387 0.380  P4 2.030
6 Cl -1.724 -0.464 0.895  C1 1.710
7 H -0.599 0.159 -1.068  C1 1.044
8 H -0.914 1.673 0.073  C1 1.112
9 H 1.386 0.605 1.814  O3 0.995

Results
Net charge = -1
2S+1 = 1
Gap between HOMO and LUMO (alpha / beta) = 6.1 / 7.6 eV
HOMO energy (alpha / beta) = -0.1117 / -0.1595 Eh
Molar mass = 145.5 g/mol

These are the Mulliken partial charges, in e, on atoms 1 to 2: -0.69, -0.61

=====

Model two:
Molecular formula: CH3ClO2PS
Method: DFT, ωB97M-V/def2-TZVPD

Bonds (Å) are listed after each position.
Cartesian coordinates (Å):
1 C -0.127 -0.380 -0.269  S2 1.852, H7 1.190, H8 1.079, H9 1.039
2 S 1.311 -1.414 0.275  C1 1.852, P3 2.132
3 P 2.856 -0.115 -0.410  S2 2.132, O4 1.427, O5 2.005, Cl6 2.018
4 O 3.817 -0.830 -1.187  P3 1.427
5 O 1.763 1.341 -1.250  P3 2.005
6 Cl 3.785 0.760 1.153  P3 2.018
7 H -0.712 -0.793 -1.219  C1 1.190
8 H 0.428 0.477 -0.616  C1 1.079
9 H -0.830 -0.124 0.453  C1 1.039

Results
SMILES = CS[P@@](=O)([O-])Cl
Net charge = -1
2S+1 = 1
Gap between HOMO and LUMO = 7.8 eV
HOMO energy = -0.1599 Eh
Molar mass = 145.5 g/mol

These are the Mulliken partial charges, in e, on atoms 1 to 2: -0.65, -0.25

=====

Energetically preferred structure: model two | next structure: +0.485 eV

=====

Model one:
Molecular formula: C2H4ClI
Method: DFT, ωB97M-V/def2-TZVPD

Bonds (Å) are listed after each position.
Cartesian coordinates (Å):
1 C -0.833 0.018 0.288  C2 1.429, H5 1.088, H6 1.076, H7 1.097
2 C 0.215 -0.038 -0.683  C1 1.429, Cl3 1.699, H8 1.063
3 Cl 0.536 1.202 -1.800  C2 1.699
4 I 2.798 -0.173 1.574  no bonds
5 H -0.346 -0.387 1.173  C1 1.088
6 H -1.593 -0.600 -0.157  C1 1.076
7 H -1.170 1.033 0.535  C1 1.097
8 H 0.393 -1.056 -0.930  C2 1.063

Results
Net charge = 0
2S+1 = 1
Gap between HOMO and LUMO (alpha / beta) = 5.7 / 5.7 eV
HOMO energy (alpha / beta) = -0.3058 / -0.3057 Eh
Molar mass = 190.4 g/mol

These are the Mulliken partial charges, in e, on atoms 1 to 2: -0.58, -0.19

=====

Model two:
Molecular formula: C2H4ClI
Method: DFT, ωB97M-V/def2-TZVPD

Bonds (Å) are listed after each position.
Cartesian coordinates (Å):
1 C 0.141 -0.100 0.336  C2 1.537, H5 0.999, H6 1.142, H7 1.027
2 C 0.618 0.712 -0.878  C1 1.537, Cl3 1.781, I4 2.219, H8 1.016
3 Cl 1.536 2.065 -0.171  C2 1.781
4 I 1.897 -0.445 -2.274  C2 2.219
5 H 0.681 -0.899 0.596  C1 0.999
6 H -0.803 -0.681 0.060  C1 1.142
7 H -0.076 0.515 1.130  C1 1.027
8 H -0.103 1.004 -1.532  C2 1.016

Results
SMILES = C[C@@H](Cl)I
Net charge = 0
2S+1 = 1
Gap between HOMO and LUMO = 9.8 eV
HOMO energy = -0.3569 Eh
Molar mass = 190.4 g/mol

These are the Mulliken partial charges, in e, on atoms 1 to 2: -1.18, -0.20

=====

Energetically preferred structure: model two | next structure: +1.882 eV

=====

Model one:
Molecular formula: C11H22N2S
Method: DFT, ωB97M-V/def2-TZVPD

Bonds (Å) are listed after each position.
Cartesian coordinates (Å):
1 C -5.563 -0.971 -0.199  C2 1.524, H15 1.087, H16 1.088, H17 1.088
2 C -4.095 -1.063 -0.593  C1 1.524, C3 1.527, H18 1.092, H19 1.092
3 C -3.219 -0.158 0.271  C2 1.527, C4 1.527, H20 1.093, H21 1.092
4 C -1.748 -0.251 -0.126  C3 1.527, C5 1.533, H22 1.092, H23 1.091
5 C -0.849 0.635 0.745  C4 1.533, C6 1.544, N10 1.453, H24 1.099
6 C -1.023 2.141 0.454  C5 1.544, N7 1.445, H25 1.093, H26 1.097
7 N 0.213 2.485 -0.210  C6 1.445, C8 1.358, H27 1.005
8 C 1.149 1.512 -0.059  N7 1.358, S9 1.643, N10 1.347
9 S 2.731 1.661 -0.475  C8 1.643
10 N 0.562 0.423 0.472  C5 1.453, C8 1.347, C11 1.440
11 C 1.266 -0.802 0.746  N10 1.440, C12 1.532, H28 1.093, H29 1.094
12 C 1.519 -1.635 -0.515  C11 1.532, C13 1.528, H30 1.091, H31 1.092
13 C 2.212 -2.962 -0.211  C12 1.528, C14 1.524, H32 1.093, H33 1.092
14 C 3.633 -2.785 0.313  C13 1.524, H34 1.087, H35 1.088, H36 1.087
15 H -6.168 -1.622 -0.825  C1 1.087
16 H -5.927 0.048 -0.313  C1 1.088
17 H -5.700 -1.268 0.838  C1 1.088
18 H -3.982 -0.778 -1.642  C2 1.092
19 H -3.756 -2.096 -0.493  C2 1.092
20 H -3.327 -0.447 1.319  C3 1.093
21 H -3.569 0.872 0.177  C3 1.092
22 H -1.621 0.035 -1.172  C4 1.092
23 H -1.424 -1.287 -0.018  C4 1.091
24 H -1.051 0.408 1.801  C5 1.099
25 H -1.873 2.332 -0.206  C6 1.093
26 H -1.160 2.720 1.376  C6 1.097
27 H 0.493 3.439 -0.364  N7 1.005
28 H 0.685 -1.373 1.475  C11 1.093
29 H 2.230 -0.532 1.189  C11 1.094
30 H 2.138 -1.047 -1.193  C12 1.091
31 H 0.569 -1.833 -1.016  C12 1.092
32 H 1.621 -3.525 0.516  C13 1.093
33 H 2.246 -3.548 -1.132  C13 1.092
34 H 4.206 -2.150 -0.359  C14 1.087
35 H 4.131 -3.750 0.385  C14 1.088
36 H 3.636 -2.330 1.299  C14 1.087

Results
SMILES = CCCC[C@@H]1CNC(=S)N1CCCC
Net charge = 0
2S+1 = 1
Gap between HOMO and LUMO = 8.7 eV
HOMO energy = -0.2937 Eh
Molar mass = 214.4 g/mol

These are the Mulliken partial charges, in e, on atoms 1 to 2: -1.31, -0.33

=====

Model two:
Molecular formula: C11H22N2S
Method: DFT, ωB97M-V/def2-TZVPD

Bonds (Å) are listed after each position.
Cartesian coordinates (Å):
1 C -4.484 -1.721 -0.938  C2 1.525, H15 1.088, H16 1.088, H17 1.087
2 C -3.290 -1.518 -0.013  C1 1.525, C3 1.535, H18 1.093, H19 1.092
3 C -2.893 -0.046 0.167  C2 1.535, C4 1.527, C5 1.534, H20 1.095
4 C -3.942 0.713 0.976  C3 1.527, H21 1.087, H22 1.087, H23 1.088
5 C -1.516 0.017 0.841  C3 1.534, C6 1.530, H24 1.093, H25 1.092
6 C -0.926 1.417 1.021  C5 1.530, C7 1.529, H26 1.093, H27 1.092
7 C -0.787 2.230 -0.267  C6 1.529, C8 1.532, H28 1.090, H29 1.094
8 C 0.112 1.573 -1.319  C7 1.532, N9 1.445, H30 1.089, H31 1.096
9 N 1.466 1.379 -0.854  C8 1.445, C10 1.340, H32 1.008
10 C 1.913 0.192 -0.420  N9 1.340, N11 1.261, S14 1.805
11 N 1.358 -0.929 -0.585  C10 1.261, C12 1.428
12 C 2.061 -2.042 -0.033  N11 1.428, C13 1.549, H33 1.094, H34 1.097
13 C 3.484 -1.627 0.416  C12 1.549, S14 1.815, H35 1.088, H36 1.090
14 S 3.504 0.188 0.433  C10 1.805, C13 1.815
15 H -4.292 -1.273 -1.911  C1 1.088
16 H -4.671 -2.782 -1.082  C1 1.088
17 H -5.386 -1.274 -0.526  C1 1.087
18 H -2.435 -2.057 -0.428  C2 1.093
19 H -3.510 -1.952 0.965  C2 1.092
20 H -2.823 0.404 -0.828  C3 1.095
21 H -3.689 1.767 1.051  C4 1.087
22 H -4.920 0.640 0.507  C4 1.087
23 H -4.012 0.303 1.982  C4 1.088
24 H -1.596 -0.442 1.830  C5 1.093
25 H -0.813 -0.583 0.260  C5 1.092
26 H 0.062 1.305 1.475  C6 1.093
27 H -1.536 1.989 1.723  C6 1.092
28 H -1.769 2.395 -0.712  C7 1.090
29 H -0.373 3.211 -0.015  C7 1.094
30 H -0.270 0.592 -1.597  C8 1.089
31 H 0.145 2.207 -2.212  C8 1.096
32 H 1.963 2.196 -0.536  N9 1.008
33 H 2.115 -2.836 -0.784  C12 1.094
34 H 1.487 -2.425 0.820  C12 1.097
35 H 3.728 -1.990 1.412  C13 1.088
36 H 4.247 -1.961 -0.288  C13 1.090

Results
SMILES = CC[C@@H](C)CCCCNC1=NCCS1
Net charge = 0
2S+1 = 1
Gap between HOMO and LUMO = 9.2 eV
HOMO energy = -0.3097 Eh
Molar mass = 214.4 g/mol

These are the Mulliken partial charges, in e, on atoms 1 to 2: -1.32, -0.57

=====

Energetically preferred structure: model one | next structure: +0.455 eV